[1]
Density functional theory data (wB97M-V/def2-TZVPD) for a structure of composition C36H27F5O10V3 at a distorted geometry.

Electronic energy: -5471.42668 hartree
Highest occupied orbital energy: -10.8 eV
Total charge: +1
Lowest unoccupied orbital energy: -6.79 eV
Energy relative to the best compared isomer or geometry (same formula, charge and spin): 0.0 kJ/mol

Last column: Löwdin charge in e.
Element x y z (Å)
O (-1.95, -0.75, -4.46)  -0.25
V (-2.52, -1.50, -3.18)  1.10
O (-4.01, -1.00, -2.94)  -0.26
O (-4.63, -3.88, 0.98)  -0.22
V (-3.32, -4.22, 0.15)  1.13
O (-2.46, -5.28, 0.96)  -0.23
O (-0.03, -0.31, 5.72)  -0.28
V (-0.38, 0.64, 4.51)  1.01
O (-1.08, 1.91, 5.01)  -0.23
C (-1.94, -1.76, 1.30)  0.05
C (-1.48, -0.75, 2.21)  -0.22
C (-0.72, 0.49, 1.63)  -0.28
O (-0.14, 1.24, 2.43)  -0.03
C (-0.69, 0.69, 0.22)  0.08
C (-1.32, -0.24, -0.59)  -0.29
C (-1.88, -1.53, -0.03)  -0.27
O (-2.30, -2.49, -0.84)  -0.19
O (-1.31, -0.03, -1.85)  -0.03
O (-1.60, -0.76, 3.43)  0.03
H (-2.40, -2.62, 1.79)  0.10
H (-0.30, 1.61, -0.19)  0.14
F (2.16, 6.01, 1.46)  0.07
C (0.86, 5.89, 1.75)  -0.29
C (0.14, 7.00, 2.12)  -0.01
C (-1.25, 6.91, 2.36)  -0.06
C (-1.82, 5.63, 2.38)  -0.09
C (-1.05, 4.49, 2.12)  -0.09
C (0.29, 4.63, 1.81)  -0.03
H (0.56, 8.00, 2.19)  0.12
H (-1.80, 7.78, 2.66)  0.10
H (-2.83, 5.52, 2.76)  0.10
H (-1.56, 3.54, 2.26)  0.09
H (0.94, 3.79, 1.59)  0.10
F (-3.78, -7.25, 5.11)  0.07
C (-3.78, -5.91, 4.99)  -0.29
C (-4.99, -5.28, 4.90)  -0.02
C (-5.09, -3.90, 4.78)  -0.06
C (-3.90, -3.18, 4.63)  -0.09
C (-2.67, -3.85, 4.68)  -0.10
C (-2.60, -5.19, 5.00)  -0.01
H (-5.85, -5.95, 4.88)  0.12
H (-6.06, -3.44, 4.71)  0.11
H (-3.90, -2.10, 4.54)  0.09
H (-1.75, -3.27, 4.71)  0.10
H (-1.64, -5.70, 5.01)  0.12
F (5.93, 0.48, -4.55)  0.07
C (4.67, 0.14, -4.23)  -0.29
C (4.16, 0.49, -3.02)  -0.01
C (2.87, 0.08, -2.67)  -0.08
C (2.06, -0.50, -3.63)  -0.11
C (2.59, -0.84, -4.88)  -0.07
C (3.90, -0.49, -5.20)  0.00
H (4.77, 0.95, -2.25)  0.12
H (2.45, 0.26, -1.69)  0.09
H (1.02, -0.75, -3.45)  0.08
H (1.85, -1.16, -5.60)  0.10
H (4.28, -0.48, -6.21)  0.12
F (0.73, 3.76, -3.85)  0.05
C (0.71, 3.08, -5.02)  -0.28
C (1.26, 3.73, -6.11)  -0.01
C (1.24, 3.07, -7.33)  -0.07
C (0.61, 1.83, -7.43)  -0.10
C (0.08, 1.18, -6.33)  -0.10
C (0.12, 1.84, -5.10)  -0.03
H (1.56, 4.77, -6.03)  0.12
H (1.64, 3.57, -8.21)  0.11
H (0.51, 1.40, -8.42)  0.10
H (-0.40, 0.21, -6.39)  0.09
H (-0.34, 1.42, -4.21)  0.09
F (1.41, -0.76, 3.49)  0.00
C (2.38, -1.26, 2.67)  -0.25
C (2.69, -2.60, 2.77)  -0.01
C (3.63, -3.17, 1.92)  -0.06
C (4.31, -2.36, 1.03)  -0.07
C (3.92, -1.03, 0.88)  -0.08
C (2.94, -0.49, 1.66)  -0.02
H (2.20, -3.12, 3.59)  0.12
H (3.95, -4.19, 2.10)  0.11
H (5.13, -2.78, 0.47)  0.11
H (4.41, -0.45, 0.11)  0.10
H (2.63, 0.53, 1.45)  0.12

[2]
Density functional theory data (wB97M-V/def2-TZVPD) for a cluster of 2 separate species, CH6N3 in total at a distorted geometry.

Electronic energy: -205.45972 hartree
Highest occupied orbital energy (spin up / spin down): -13.0 / -13.2 eV
Total charge: +1
Lowest unoccupied orbital energy (spin up / spin down): -5.57 / -4.71 eV
Energy relative to the best compared isomer or geometry (same formula, charge and spin): 781.6 kJ/mol

Last column: Löwdin charge in e.
Element x y z (Å)
C (-0.96, -0.74, 0.53)  0.04
N (0.99, 0.21, -0.84)  0.04
N (-1.19, -1.96, 0.59)  0.11
N (1.30, 1.60, -0.70)  -0.02
H (-1.76, -0.07, 0.73)  0.05
H (-2.07, -2.36, 0.93)  0.15
H (-0.45, -2.63, 0.56)  0.13
H (0.82, 2.34, -1.26)  0.17
H (2.30, 1.70, -0.82)  0.14
H (1.02, 1.92, 0.29)  0.19